# 1
Formula: C7H15N2O3RuSi
Source: OMol25
Level of theory: the ωB97M-V functional and the def2-TZVPD basis

Output
- Electronic energy: -995.0775 Ha
- E_LUMO: -5.16 eV
- E_HOMO: -12.8067 eV
- Multiplicity: 1
- Charge: +1
- Frontier orbital gap: 7.64 eV
- Maximum force: 0.7 eV Å⁻¹

CARTESIAN COORDINATES (ANGSTROEM)
Ru  0.46  0.33  -0.19
N  1.21  -1.02  -1.62
C  2.04  -2.03  -0.88
C  2.61  -1.40  0.38
O  3.69  -1.68  0.83
N  1.74  -0.50  0.96
C  2.28  0.60  1.78
C  1.39  1.65  1.09
O  0.17  1.73  1.46
O  1.68  1.96  -0.14
H  1.81  -0.52  -2.27
H  0.51  -1.49  -2.18
H  1.41  -2.87  -0.60
H  2.86  -2.40  -1.49
H  2.05  0.49  2.84
H  3.34  0.74  1.60
C  -2.86  1.07  1.52
Si  -1.92  0.51  0.05
C  -2.37  -1.23  -0.49
C  -1.43  1.65  -1.34
H  -3.92  1.10  1.27
H  -2.54  2.05  1.87
H  -2.73  0.35  2.33
H  -3.46  -1.28  -0.62
H  -2.13  -1.98  0.27
H  -1.92  -1.51  -1.44
H  -2.16  1.57  -2.15
H  -0.46  1.39  -1.82
H  -1.35  2.69  -1.02


# 2
Formula: C3H5N2O7S
Source: OMol25
Level of theory: the ωB97M-V functional and the def2-TZVPD basis

Output
- Electronic energy: -1151.5945 Ha
- E_LUMO: 3.55 eV
- E_HOMO: -6.2011 eV
- Multiplicity: 1
- Charge: -1
- Relative energy (zero: lowest compared OMol25 entry of this formula, charge and spin): 178.90 kJ/mol
- Frontier orbital gap: 9.75 eV
- Maximum force: 5.2 eV Å⁻¹

CARTESIAN COORDINATES (ANGSTROEM)
C  0.02  0.29  1.49
C  -1.70  -1.51  -0.90
C  -1.69  -0.23  -0.15
N  1.12  0.24  0.05
N  1.91  -0.38  -0.78
O  2.87  0.22  -1.24
O  2.51  1.80  1.55
O  0.68  -0.19  2.38
O  1.62  -1.49  -1.23
O  -0.05  1.65  1.36
O  1.45  2.88  -0.29
O  -1.11  -0.38  1.12
S  1.45  1.75  0.65
H  -2.75  -1.80  -1.05
H  -1.23  -1.30  -1.87
H  -1.06  -2.27  -0.43
H  -2.79  0.06  -0.05
H  -1.25  0.64  -0.63


What did the second record say?
Formula: C3H5N2O7S
Source: OMol25
Level of theory: the ωB97M-V functional and the def2-TZVPD basis

Output
- Electronic energy: -1151.5945 Ha
- E_LUMO: 3.55 eV
- E_HOMO: -6.2011 eV
- Multiplicity: 1
- Charge: -1
- Relative energy (zero: lowest compared OMol25 entry of this formula, charge and spin): 178.90 kJ/mol
- Frontier orbital gap: 9.75 eV
- Maximum force: 5.2 eV Å⁻¹

CARTESIAN COORDINATES (ANGSTROEM)
C  0.02  0.29  1.49
C  -1.70  -1.51  -0.90
C  -1.69  -0.23  -0.15
N  1.12  0.24  0.05
N  1.91  -0.38  -0.78
O  2.87  0.22  -1.24
O  2.51  1.80  1.55
O  0.68  -0.19  2.38
O  1.62  -1.49  -1.23
O  -0.05  1.65  1.36
O  1.45  2.88  -0.29
O  -1.11  -0.38  1.12
S  1.45  1.75  0.65
H  -2.75  -1.80  -1.05
H  -1.23  -1.30  -1.87
H  -1.06  -2.27  -0.43
H  -2.79  0.06  -0.05
H  -1.25  0.64  -0.63


Please write out number 2 again, unchanged.
Formula: C3H5N2O7S
Source: OMol25
Level of theory: the ωB97M-V functional and the def2-TZVPD basis

Output
- Electronic energy: -1151.5945 Ha
- E_LUMO: 3.55 eV
- E_HOMO: -6.2011 eV
- Multiplicity: 1
- Charge: -1
- Relative energy (zero: lowest compared OMol25 entry of this formula, charge and spin): 178.90 kJ/mol
- Frontier orbital gap: 9.75 eV
- Maximum force: 5.2 eV Å⁻¹

CARTESIAN COORDINATES (ANGSTROEM)
C  0.02  0.29  1.49
C  -1.70  -1.51  -0.90
C  -1.69  -0.23  -0.15
N  1.12  0.24  0.05
N  1.91  -0.38  -0.78
O  2.87  0.22  -1.24
O  2.51  1.80  1.55
O  0.68  -0.19  2.38
O  1.62  -1.49  -1.23
O  -0.05  1.65  1.36
O  1.45  2.88  -0.29
O  -1.11  -0.38  1.12
S  1.45  1.75  0.65
H  -2.75  -1.80  -1.05
H  -1.23  -1.30  -1.87
H  -1.06  -2.27  -0.43
H  -2.79  0.06  -0.05
H  -1.25  0.64  -0.63


Question: Which of these has the highest E_LUMO?
Answer: C3H5N2O7S